# 1
Here is 3 unconnected molecules or ions with the total composition C27H57F5N9O9P2 in a non-equilibrium geometry from OMol25. Energies are from ωB97M-V/def2-TZVPD.

Computed properties:
Highest occupied orbital energy ... -4.806 eV
Net charge ... -1

Last column: Mulliken charge in e.
Element x y z (Å)
1 C 2.77 -5.31 4.28  -0.798
2 C 1.79 -4.12 4.92  -0.190
3 O 0.36 -4.42 4.64  -0.422
4 C -0.24 -3.38 3.77  -0.413
5 C 0.47 -3.36 2.26  0.093
6 O -0.45 -2.96 1.19  -0.406
7 C 0.03 -1.75 0.48  0.012
8 C -0.79 -0.47 1.09  0.016
9 O -0.29 0.85 0.67  -0.169
10 C 1.09 1.05 1.14  -0.186
11 C 1.47 2.65 1.43  0.448
12 C 3.14 2.69 1.30  -0.523
13 C 3.67 2.69 -0.27  0.438
14 C 3.85 1.39 -1.24  -0.685
15 N 4.04 3.92 -0.84  -0.739
16 C 0.98 3.65 0.18  0.054
17 O 0.58 3.22 -1.02  -0.644
18 O 0.99 5.11 0.53  -0.772
19 N 1.04 3.10 2.78  0.665
20 N 1.98 3.19 3.74  0.072
21 C 2.32 4.53 4.27  0.525
22 O 1.74 5.08 5.37  -0.462
23 F 3.40 5.39 3.66  -0.216
24 C 2.21 2.03 4.63  0.471
25 O 3.27 1.22 4.38  -0.455
26 F 1.36 1.64 5.81  -0.245
27 C -0.36 2.87 3.18  0.640
28 F -0.74 3.77 4.33  -0.316
29 F -0.73 1.50 3.65  -0.264
30 F -1.41 3.20 2.14  -0.212
31 H 3.75 -4.87 3.80  0.235
32 H 2.15 -5.87 3.46  0.243
33 H 3.04 -6.09 5.14  0.271
34 H 2.11 -3.05 4.53  0.120
35 H 1.99 -4.14 6.09  0.325
36 H -0.04 -2.34 4.34  0.228
37 H -1.40 -3.61 3.71  0.270
38 H 0.84 -4.48 2.08  0.059
39 H 1.44 -2.72 2.37  0.161
40 H 1.20 -1.65 0.48  0.035
41 H -0.30 -1.89 -0.66  0.187
42 H -1.90 -0.56 0.66  0.176
43 H -0.87 -0.63 2.24  -0.045
44 H 1.86 0.49 0.47  -0.312
45 H 1.15 0.53 2.21  0.367
46 H 3.59 3.70 1.74  0.328
47 H 3.63 1.75 1.83  0.285
48 H 4.49 0.55 -0.69  0.162
49 H 2.81 0.88 -1.52  0.063
50 H 4.34 1.67 -2.29  0.288
51 H 4.35 3.80 -1.82  0.265
52 O 3.96 -1.63 -2.87  -0.708
53 P 4.21 -2.77 -3.89  0.671
54 N 2.91 -2.30 -4.84  0.343
55 C 1.54 -2.76 -4.86  -1.013
56 C 3.11 -1.17 -5.74  -1.126
57 N 3.87 -4.00 -2.72  0.205
58 C 2.87 -5.06 -2.79  -0.957
59 C 3.96 -3.60 -1.30  -1.069
60 N 4.49 -4.09 -5.06  -0.048
61 C 5.77 -3.82 -5.75  -1.038
62 C 3.59 -4.69 -6.03  -1.087
63 H 1.28 -3.13 -5.86  0.399
64 H 0.83 -1.96 -4.62  0.316
65 H 1.34 -3.57 -4.18  0.227
66 H 3.67 -1.48 -6.62  0.273
67 H 3.67 -0.37 -5.24  0.251
68 H 2.17 -0.72 -6.08  0.420
69 H 1.86 -4.69 -2.61  0.280
70 H 3.06 -5.81 -2.01  0.387
71 H 2.91 -5.64 -3.71  0.208
72 H 3.07 -3.02 -0.99  0.350
73 H 4.86 -3.00 -1.12  0.283
74 H 4.05 -4.47 -0.64  0.375
75 H 5.66 -2.97 -6.44  0.331
76 H 6.12 -4.69 -6.31  0.341
77 H 6.55 -3.57 -5.02  0.334
78 H 3.37 -4.02 -6.87  0.312
79 H 2.64 -5.01 -5.60  0.341
80 H 4.04 -5.60 -6.44  0.410
81 O -6.57 1.40 -1.09  -0.787
82 P -6.28 2.80 -0.49  0.655
83 N -5.07 2.19 0.50  0.230
84 C -5.11 1.76 1.88  -0.720
85 C -3.77 1.94 -0.10  -0.764
86 N -7.84 2.91 0.23  0.199
87 C -8.18 3.12 1.63  -1.012
88 C -8.89 2.03 -0.33  -0.949
89 N -5.94 4.41 0.20  0.013
90 C -5.37 5.25 -0.86  -1.006
91 C -5.28 4.76 1.45  -1.016
92 H -4.39 2.33 2.48  0.306
93 H -4.84 0.70 1.99  0.329
94 H -6.07 1.89 2.35  0.086
95 H -3.22 2.88 -0.23  0.336
96 H -3.87 1.47 -1.09  0.374
97 H -3.13 1.27 0.50  -0.171
98 H -8.03 2.22 2.23  0.344
99 H -9.24 3.38 1.73  0.409
100 H -7.67 3.96 2.09  0.181
101 H -8.77 0.99 0.03  0.298
102 H -8.86 2.04 -1.42  0.281
103 H -9.89 2.37 -0.06  0.335
104 H -4.35 4.93 -1.10  0.343
105 H -5.35 6.31 -0.58  0.328
106 H -5.97 5.17 -1.77  0.336
107 H -4.20 4.58 1.43  0.300
108 H -5.70 4.26 2.33  0.324
109 H -5.42 5.84 1.65  0.379


# 2
Here is 3 unconnected molecules or ions with the total composition C27H57FNO8 from OMol25. Energies are from ωB97M-V/def2-TZVPD.

Computed properties:
Highest occupied orbital energy (spin up / spin down) ... -8.071 / -9.324 eV
Net charge ... 0
Spin multiplicity ... 2

Last column: Löwdin spin population.
Element x y z (Å)
1 C 5.08 -4.85 -3.36  -0.001
2 C 4.74 -3.36 -3.48  0.026
3 C 4.52 -3.11 -4.98  0.003
4 C 3.53 -3.08 -2.58  0.018
5 C 3.12 -1.62 -2.40  0.001
6 C 2.09 -1.45 -1.24  0.001
7 C 1.54 -2.68 -0.56  0.000
8 F 0.82 -3.48 -1.46  0.001
9 C 2.45 -1.01 -3.64  0.000
10 C 1.14 -1.68 -4.08  0.000
11 C -0.13 -0.85 -3.85  0.000
12 C -1.21 -1.57 -3.07  0.000
13 O -1.86 -2.53 -3.92  0.000
14 C 4.39 -0.81 -2.00  0.016
15 C 5.71 -1.10 -2.73  0.024
16 C 6.87 -0.62 -1.84  -0.002
17 C 5.85 -0.33 -4.06  0.005
18 N 5.89 -2.57 -2.93  0.385
19 O 6.49 -3.16 -1.97  0.516
20 H 4.95 -5.22 -2.34  0.000
21 H 6.10 -5.03 -3.69  0.000
22 H 4.41 -5.41 -4.01  0.000
23 H 5.25 -3.70 -5.54  0.001
24 H 4.63 -2.09 -5.29  0.000
25 H 3.53 -3.47 -5.24  0.000
26 H 3.83 -3.47 -1.60  0.002
27 H 2.70 -3.69 -2.93  0.001
28 H 1.24 -0.86 -1.59  0.000
29 H 2.54 -0.88 -0.43  0.000
30 H 2.31 -3.31 -0.12  0.000
31 H 0.85 -2.39 0.23  0.000
32 H 2.23 0.04 -3.40  0.000
33 H 3.13 -0.97 -4.48  0.000
34 H 1.22 -1.88 -5.15  0.000
35 H 1.03 -2.66 -3.61  0.000
36 H 0.09 0.08 -3.34  0.000
37 H -0.57 -0.59 -4.82  0.000
38 H -0.80 -2.08 -2.20  0.000
39 H -1.95 -0.86 -2.71  0.000
40 H -1.87 -3.37 -3.47  0.000
41 H 4.57 -0.97 -0.93  0.001
42 H 4.16 0.25 -2.12  0.002
43 H 6.76 -0.97 -0.82  0.000
44 H 6.88 0.47 -1.85  0.000
45 H 7.81 -0.97 -2.25  0.000
46 H 4.96 -0.32 -4.66  0.000
47 H 6.65 -0.77 -4.65  0.002
48 H 6.11 0.71 -3.85  0.000
49 C -2.55 0.65 3.83  0.000
50 O -2.52 -0.65 3.29  0.000
51 C -3.18 -1.60 4.11  0.000
52 C -3.69 -2.77 3.29  0.000
53 O -4.86 -2.49 2.55  0.000
54 C -4.71 -1.77 1.34  0.000
55 C -4.19 -2.59 0.18  0.000
56 O -2.79 -2.79 0.29  0.000
57 C -2.33 -3.91 -0.43  0.000
58 H -2.01 0.70 4.78  0.000
59 H -2.07 1.32 3.12  0.000
60 H -3.59 0.99 3.98  0.000
61 H -4.03 -1.13 4.63  0.000
62 H -2.48 -1.97 4.86  0.000
63 H -3.98 -3.55 4.00  0.000
64 H -2.89 -3.17 2.66  0.000
65 H -4.10 -0.88 1.48  0.000
66 H -5.72 -1.45 1.08  0.000
67 H -4.41 -2.07 -0.76  0.000
68 H -4.71 -3.56 0.17  0.000
69 H -2.83 -4.83 -0.10  0.000
70 H -1.26 -4.00 -0.26  0.000
71 H -2.50 -3.78 -1.51  0.000
72 C -0.40 7.63 4.10  0.000
73 O -1.65 7.14 4.53  0.000
74 C -2.70 8.08 4.36  0.000
75 C -4.03 7.38 4.23  0.000
76 O -4.26 6.78 2.97  0.000
77 C -3.65 5.53 2.72  0.000
78 C -4.36 4.36 3.37  0.000
79 O -4.05 4.28 4.75  0.000
80 C -5.06 3.64 5.50  0.000
81 H -0.08 8.50 4.69  0.000
82 H 0.33 6.83 4.23  0.000
83 H -0.43 7.91 3.04  0.000
84 H -2.52 8.68 3.46  0.000
85 H -2.73 8.75 5.23  0.000
86 H -4.80 8.15 4.32  0.000
87 H -4.18 6.67 5.05  0.000
88 H -2.60 5.53 2.99  0.000
89 H -3.73 5.39 1.64  0.000
90 H -4.04 3.43 2.88  0.000
91 H -5.44 4.47 3.23  0.000
92 H -6.01 4.17 5.40  0.000
93 H -4.76 3.66 6.55  0.000
94 H -5.20 2.60 5.19  0.000


# 3
Here is 2 unconnected molecules or ions with the total composition C27H57IN3O11P2 in a non-equilibrium geometry from OMol25. Energies are from ωB97M-V/def2-TZVPD.

Computed properties:
Highest occupied orbital energy ... -10.692 eV
Net charge ... +1

Last column: Mulliken charge in e.
Element x y z (Å)
1 C -4.84 3.21 1.09  -1.108
2 C -5.11 1.71 1.22  -0.710
3 C -3.84 0.86 1.06  -0.200
4 C -3.08 0.89 2.39  -0.749
5 O -1.68 0.73 2.24  -0.246
6 C -1.16 -0.55 2.62  -0.247
7 N -1.96 -1.52 2.01  0.043
8 C -2.08 -2.76 2.29  0.706
9 C -1.16 -3.85 1.81  -1.253
10 C -3.27 -3.29 3.04  -1.498
11 C -1.13 -0.56 4.16  -1.352
12 N 0.19 -0.76 4.76  -0.001
13 O 0.88 0.45 4.90  -0.042
14 C 0.64 1.08 6.15  -0.677
15 C 0.42 2.56 5.86  -0.685
16 O -0.39 2.67 4.70  -0.185
17 C -0.47 3.99 4.18  -0.607
18 C 0.19 4.01 2.79  -0.652
19 C 0.99 -1.74 4.07  0.461
20 C 2.22 -2.04 4.93  -1.107
21 C 2.92 -3.38 4.70  -0.203
22 O 3.66 -3.82 5.56  -0.473
23 I 2.63 -4.59 2.93  0.056
24 C 1.30 -1.27 2.61  -0.010
25 P 3.00 -0.46 2.27  -0.368
26 O 4.13 -1.60 2.52  -0.418
27 O 3.18 0.76 3.33  -0.418
28 N 0.25 -0.38 2.03  1.811
29 C 0.19 -0.37 0.53  -1.554
30 C 0.94 0.83 -0.09  0.214
31 P 0.50 0.97 -1.85  0.737
32 O -0.06 2.29 -2.15  -0.835
33 O -0.50 -0.20 -2.20  -0.322
34 C -1.10 -0.12 -3.53  -0.474
35 C -1.00 -1.45 -4.25  -0.882
36 O 1.80 0.68 -2.73  -0.308
37 C 2.70 1.83 -2.80  -0.150
38 C 4.08 1.36 -3.24  -1.221
39 H -4.49 3.58 2.06  0.293
40 H -4.07 3.46 0.37  0.280
41 H -5.75 3.78 0.88  0.376
42 H -5.88 1.42 0.50  0.407
43 H -5.53 1.54 2.21  0.323
44 H -4.09 -0.16 0.76  0.226
45 H -3.22 1.37 0.32  0.144
46 H -3.22 1.91 2.77  0.259
47 H -3.56 0.24 3.12  0.405
48 H -0.78 -4.43 2.65  0.314
49 H -1.78 -4.51 1.21  0.526
50 H -0.39 -3.47 1.14  0.090
51 H -3.00 -4.24 3.49  0.432
52 H -4.05 -3.51 2.31  0.362
53 H -3.64 -2.58 3.77  0.391
54 H -1.80 -1.29 4.61  0.190
55 H -1.46 0.41 4.51  0.506
56 H 1.54 1.01 6.75  0.374
57 H -0.23 0.67 6.66  0.365
58 H 1.36 3.10 5.74  0.499
59 H -0.15 2.98 6.70  0.362
60 H -1.53 4.19 4.02  0.250
61 H -0.06 4.75 4.85  0.475
62 H 0.08 2.99 2.41  -0.087
63 H 1.25 4.24 2.90  0.330
64 H -0.32 4.66 2.09  0.442
65 H 0.39 -2.65 4.07  0.602
66 H 2.93 -1.22 4.96  0.320
67 H 1.85 -2.12 5.95  0.621
68 H 1.35 -2.17 2.00  0.590
69 H 4.68 -1.42 3.30  0.405
70 H 3.28 1.58 2.83  0.333
71 H 0.50 0.58 2.30  -0.177
72 H -0.83 -0.27 0.18  0.745
73 H 0.65 -1.27 0.12  0.245
74 H 2.02 0.69 -0.07  0.571
75 H 0.72 1.77 0.42  0.027
76 H -2.14 0.15 -3.39  0.345
77 H -0.59 0.64 -4.10  0.381
78 H -0.91 -1.22 -5.31  0.100
79 H -0.12 -2.03 -3.97  0.367
80 H -1.90 -2.03 -4.11  0.336
81 H 2.26 2.54 -3.48  0.392
82 H 2.78 2.24 -1.79  0.256
83 H 4.05 0.43 -3.80  0.280
84 H 4.51 2.16 -3.85  0.364
85 H 4.72 1.30 -2.37  0.303
86 C 1.50 -0.25 -10.49  -0.659
87 O 2.29 -1.15 -9.73  -0.374
88 C 2.65 -0.64 -8.46  -0.607
89 C 1.80 -1.25 -7.36  -0.285
90 O 0.44 -0.83 -7.46  -0.343
91 C -0.39 -1.83 -8.03  -0.924
92 H 1.11 -0.79 -11.35  0.243
93 H 0.66 0.14 -9.91  0.266
94 H 2.11 0.59 -10.85  0.324
95 H 2.58 0.45 -8.44  0.338
96 H 3.69 -0.91 -8.28  0.386
97 H 2.17 -0.89 -6.39  0.205
98 H 1.87 -2.34 -7.38  0.370
99 H -0.54 -2.65 -7.32  0.351
100 H 0.03 -2.23 -8.95  0.436
101 H -1.35 -1.38 -8.26  0.258


# 4
Here is a molecular structure, C27H58B3IO11P2 in a non-equilibrium geometry from OMol25. Energies are from ωB97M-V/def2-TZVPD.

Computed properties:
Highest occupied orbital energy ... -8.227 eV
Net charge ... 0
ΔE to the lowest compared entry with this formula, charge and spin ... 21.0 kJ/mol

Last column: Mulliken charge in e.
Element x y z (Å)
1 C -4.97 -3.63 4.91  -1.007
2 C -5.82 -2.38 4.66  -0.371
3 C -6.01 -2.07 3.17  -0.740
4 B -4.68 -1.75 2.44  0.219
5 O -4.41 -2.14 1.13  -0.330
6 B -3.42 -1.37 0.56  0.592
7 P -2.01 -2.12 -0.52  0.677
8 O -1.25 -3.07 0.34  -0.776
9 O -3.36 -0.04 0.98  0.468
10 B -3.10 -0.02 2.33  -0.104
11 P -1.85 1.34 2.99  -0.053
12 O -2.78 2.40 3.86  -0.472
13 I -0.75 0.02 4.70  -0.072
14 O -3.68 -1.01 3.09  -0.298
15 H -4.29 -3.48 5.75  0.217
16 H -4.37 -3.90 4.04  0.252
17 H -5.59 -4.49 5.16  0.390
18 H -6.81 -2.55 5.09  0.423
19 H -5.41 -1.52 5.19  0.234
20 H -6.66 -1.19 3.07  0.359
21 H -6.53 -2.89 2.68  0.259
22 H -1.22 -1.02 -0.92  -0.147
23 H -2.53 -2.69 -1.69  -0.113
24 H -3.65 2.50 3.46  0.324
25 C -0.27 3.31 -0.23  -0.587
26 C 0.98 3.54 -1.10  -0.672
27 C 1.56 2.13 -1.16  0.104
28 O 0.45 1.23 -1.10  -0.418
29 C -0.73 1.94 -0.71  0.999
30 H -1.03 4.08 -0.35  0.420
31 H 0.01 3.26 0.82  0.244
32 H 0.69 3.88 -2.09  0.255
33 H 1.68 4.26 -0.68  0.400
34 H 2.22 1.93 -0.31  -0.270
35 H 2.12 1.95 -2.08  0.309
36 H -1.39 2.01 -1.58  -0.039
37 H -1.24 1.38 0.07  -0.729
38 C -4.59 0.04 -4.17  -0.433
39 C -4.77 1.36 -3.42  -0.801
40 C -4.61 0.92 -1.98  -0.521
41 O -3.69 -0.18 -1.99  0.033
42 C -3.51 -0.63 -3.34  -0.604
43 H -4.30 0.16 -5.21  0.256
44 H -5.51 -0.54 -4.14  0.272
45 H -3.98 2.06 -3.70  0.292
46 H -5.73 1.84 -3.61  0.391
47 H -5.56 0.59 -1.55  0.386
48 H -4.20 1.71 -1.33  0.236
49 H -2.51 -0.34 -3.67  0.235
50 H -3.57 -1.72 -3.37  0.326
51 C -6.53 0.54 -9.34  -0.559
52 C -5.21 0.26 -10.06  -0.551
53 C -4.19 0.68 -9.02  -0.476
54 O -4.78 0.42 -7.75  -0.334
55 C -6.17 0.15 -7.91  -0.379
56 H -7.38 -0.02 -9.73  0.335
57 H -6.76 1.60 -9.39  0.275
58 H -5.12 -0.81 -10.27  0.265
59 H -5.10 0.80 -11.00  0.338
60 H -3.96 1.75 -9.10  0.272
61 H -3.25 0.13 -9.09  0.276
62 H -6.34 -0.92 -7.74  0.272
63 H -6.74 0.71 -7.16  0.261
64 C -0.18 -5.00 5.88  -0.467
65 C 1.29 -5.12 5.48  -0.542
66 C 1.63 -3.67 5.15  -0.391
67 O 0.82 -2.87 6.01  -0.332
68 C -0.19 -3.67 6.61  -0.326
69 H -0.54 -5.82 6.49  0.354
70 H -0.81 -4.94 4.98  0.201
71 H 1.88 -5.47 6.33  0.274
72 H 1.46 -5.79 4.64  0.336
73 H 1.40 -3.43 4.11  0.247
74 H 2.68 -3.43 5.34  0.255
75 H 0.05 -3.80 7.68  0.259
76 H -1.15 -3.15 6.54  0.149
77 C 5.07 0.45 2.62  -0.630
78 C 6.21 1.42 2.93  -0.574
79 C 6.31 2.19 1.62  0.029
80 O 5.00 2.23 1.07  -0.454
81 C 4.15 1.32 1.77  -0.335
82 H 4.57 0.05 3.50  0.378
83 H 5.44 -0.39 2.03  0.282
84 H 5.92 2.09 3.74  0.280
85 H 7.14 0.93 3.20  0.334
86 H 6.98 1.68 0.92  -0.035
87 H 6.67 3.21 1.76  0.235
88 H 3.46 1.89 2.39  0.258
89 H 3.57 0.74 1.05  0.199
90 C 11.31 2.14 -0.94  -0.543
91 C 11.02 3.33 -0.03  -0.549
92 C 9.76 2.88 0.68  -0.350
93 O 9.84 1.45 0.77  -0.395
94 C 10.90 0.97 -0.05  -0.420
95 H 12.35 2.07 -1.27  0.341
96 H 10.68 2.19 -1.83  0.266
97 H 11.84 3.46 0.69  0.268
98 H 10.89 4.27 -0.56  0.334
99 H 8.86 3.14 0.10  0.241
100 H 9.65 3.29 1.68  0.291
101 H 11.73 0.65 0.59  0.257
102 H 10.54 0.11 -0.62  0.264